Below is C28H56Cl2F24HfNO10P4 as an isolated structure, with properties calculated with wB97M-V/def2-TZVPD.

Output
E_tot, eV: -180623.0328
Charge: +1
Lowest unoccupied orbital energy, eV: -10.6
HOMO, eV: -11.583
2S+1: 1

```
126
Properties=species:S:1:pos:R:3:lowdin_charge:R:1
C -2.98553 4.62308 4.26551 -0.115
C -2.79869 4.34871 2.80065 -0.205
C -2.84709 5.74581 2.02072 -0.100
N -2.64477 5.73389 0.49672 -0.243
C -1.29643 5.14527 0.02863 0.048
C -2.86770 7.07428 -0.17824 -0.086
C -3.36072 6.75487 -1.61818 -0.157
C -4.24607 5.56085 -1.47304 -0.140
C -3.83691 4.94684 -0.09569 -0.074
H -3.75515 5.32200 4.59310 0.084
H -2.05987 4.94035 4.74571 0.080
H -3.17295 3.69332 4.80264 0.085
H -3.54633 3.62834 2.46869 0.113
H -1.82841 3.87785 2.64273 0.107
H -2.00661 6.29030 2.45107 0.130
H -3.71308 6.35615 2.27695 0.129
H -0.48979 5.76563 0.41926 0.104
H -1.14116 5.03694 -1.04479 0.114
H -1.07295 4.22299 0.56487 0.100
H -2.02997 7.75113 -0.01044 0.142
H -3.75103 7.40065 0.37069 0.130
H -2.59795 6.68288 -2.39350 0.119
H -3.96770 7.63477 -1.83143 0.120
H -3.97035 4.83203 -2.23522 0.116
H -5.31877 5.67650 -1.62808 0.128
H -3.65509 3.90451 -0.35762 0.142
H -4.59204 5.03347 0.68557 0.128
Hf -1.71844 -6.19034 -1.92577 1.943
P 1.23093 -0.88065 -0.95974 0.261
F -0.09474 -0.02449 -1.50921 -0.203
F 2.23325 0.37169 -1.16758 -0.166
F 0.78569 -0.29417 0.51230 -0.191
F 2.42321 -1.74617 -0.29091 -0.178
F 0.34672 -2.29723 -0.85967 -0.202
F 1.60180 -1.55631 -2.44388 -0.168
P 2.84620 -7.81532 -1.74523 0.181
F 3.60204 -8.17036 -3.15978 -0.145
F 1.45179 -8.39525 -2.46677 -0.222
F 3.22221 -9.22781 -1.04027 -0.137
F 1.75851 -7.40358 -0.64458 -0.224
F 4.04923 -7.04202 -1.05777 -0.108
F 2.11706 -6.52621 -2.36446 -0.183
P -1.64421 -4.91965 -6.38310 0.115
F -2.08618 -5.82043 -7.64910 -0.126
F -1.13398 -6.20021 -5.52268 -0.224
F -0.08721 -4.71348 -6.83691 -0.144
F -1.33860 -4.12969 -5.06168 -0.186
F -2.22646 -3.52799 -6.99073 -0.142
F -2.97446 -5.28100 -5.57023 -0.185
P -5.51250 -1.94134 -1.55415 0.059
F -6.47088 -0.68358 -1.54225 -0.136
F -4.69519 -1.41404 -2.84702 -0.147
F -4.49887 -1.38506 -0.40677 -0.164
F -4.57606 -3.28142 -1.60900 -0.214
F -6.38341 -2.41595 -0.32125 -0.150
F -6.45355 -2.72209 -2.54839 -0.129
Cl 8.15459 0.61434 -0.63585 0.551
C 7.43852 0.90558 -2.23480 -0.652
C 6.87970 2.35279 -2.39399 -0.608
Cl 8.21495 3.53515 -2.73323 0.513
H 6.63330 0.23700 -2.53931 0.081
H 8.27278 0.79459 -2.92746 0.056
H 6.26405 2.78278 -1.60394 0.068
H 6.31430 2.29884 -3.32432 0.064
C 1.07051 2.30909 -6.62035 -0.059
O 0.18684 2.82158 -7.57765 -0.082
C -1.22007 2.64908 -7.26977 -0.107
C -2.23881 3.33227 -8.22514 -0.181
O -2.74777 4.50971 -7.69133 -0.140
C -3.46849 5.30906 -8.63741 -0.053
H 0.91590 1.23549 -6.51263 0.119
H 0.91829 2.84270 -5.68217 0.108
H 2.09173 2.42297 -6.98403 0.105
H -1.26864 2.95418 -6.22447 0.136
H -1.60648 1.64455 -7.09743 0.150
H -3.05072 2.61945 -8.36937 0.143
H -1.77622 3.47659 -9.20150 0.138
H -4.48821 4.95551 -8.78993 0.100
H -2.97284 5.33862 -9.60776 0.095
H -3.40632 6.26982 -8.12636 0.099
C 3.06423 2.80560 6.16383 -0.111
O 2.99765 4.07355 6.77498 -0.162
C 3.67860 4.26385 8.04730 -0.170
C 3.30009 5.61665 8.58057 -0.188
O 2.01290 5.58973 9.24071 -0.156
C 1.28139 6.79354 9.09668 -0.104
H 2.66309 1.96814 6.73466 0.089
H 4.03887 2.48151 5.79898 0.088
H 2.41694 2.91838 5.29412 0.088
H 4.76338 4.15926 8.02689 0.127
H 3.37051 3.48324 8.74289 0.129
H 3.34600 6.32565 7.75393 0.126
H 4.03765 6.01109 9.27951 0.131
H 0.50732 6.86184 9.86103 0.092
H 0.90016 6.91853 8.08320 0.090
H 1.92247 7.65424 9.28722 0.085
C -2.21228 -5.38558 2.15488 -0.114
O -3.09831 -5.86332 1.17529 -0.271
C -4.40704 -6.09268 1.74917 -0.148
C -5.32307 -6.97752 0.87053 -0.166
O -4.99862 -6.90193 -0.53855 -0.251
C -6.17234 -7.11479 -1.36818 -0.077
H -2.52216 -4.38199 2.44621 0.098
H -1.21686 -5.25119 1.73160 0.088
H -2.24537 -5.97943 3.06832 0.093
H -4.85289 -5.11015 1.90400 0.136
H -4.32271 -6.57918 2.72093 0.123
H -6.34472 -6.61629 0.98825 0.121
H -5.42755 -8.01211 1.19736 0.124
H -6.63681 -8.02225 -0.98231 0.080
H -6.12374 -7.36976 -2.42682 0.095
H -6.95471 -6.37644 -1.19253 0.097
C 8.02412 -6.41685 3.84946 0.175
C 6.68024 -6.81664 3.72393 -0.135
C 5.51261 -5.91389 3.74162 -0.353
O 4.36925 -6.26600 3.59010 0.199
C 5.90945 -4.58999 3.86412 0.123
C 7.19029 -4.15367 3.96621 -0.106
C 8.44183 -4.99758 3.99046 -0.236
O 9.65818 -4.60578 3.94016 0.117
O 7.39304 -2.84513 4.39862 0.144
O 6.35205 -8.04610 3.32219 0.198
H 8.84713 -7.09449 3.67663 0.147
H 5.10451 -3.87486 3.94807 0.166
H 8.33666 -2.68573 4.47469 0.119
H 5.40690 -8.14441 3.45863 0.134
```